Below is 26 unconnected molecules or ions with the total composition H52O26 in a non-equilibrium geometry, with properties calculated with ωB97M-V/def2-TZVPD.

XYZ file:
```
78
Properties=species:S:1:pos:R:3:forces:R:3:lowdin_charge:R:1
O -3.603 14.259 6.574 -0.23 2.37 -0.56 -0.043
H -3.742 13.374 6.832 -0.48 -1.45 0.37 0.026
H -4.452 14.775 6.634 0.68 -0.64 0.00 0.036
O -9.963 16.771 9.123 1.35 -0.17 -0.51 -0.024
H -10.826 16.610 8.779 -1.38 -0.51 -0.86 -0.023
H -10.155 17.280 9.888 0.03 0.72 1.24 0.029
O -1.876 15.109 4.493 0.35 1.33 -1.43 -0.022
H -2.538 14.984 5.156 -0.67 -0.74 1.52 0.016
H -1.051 14.690 4.708 0.55 -0.69 0.47 0.053
O -5.138 17.657 8.851 1.46 -0.69 -0.69 -0.041
H -4.576 18.302 8.376 -0.26 -0.30 0.25 0.016
H -5.920 18.094 9.116 -1.30 0.89 0.30 0.005
O -0.345 12.705 4.385 0.84 1.19 -0.32 -0.047
H 0.025 12.030 4.958 -0.86 -0.27 -0.12 0.049
H -1.264 12.629 4.117 -0.12 -0.95 0.46 0.013
O -5.726 19.746 6.176 -1.45 1.19 1.03 -0.077
H -6.214 20.421 6.748 1.13 -1.25 -1.16 0.085
H -6.408 19.051 6.145 0.29 0.04 0.09 0.003
O -5.818 16.088 6.568 -0.02 -2.57 -1.98 -0.041
H -6.005 16.554 5.736 -0.27 0.38 0.52 0.026
H -5.769 16.596 7.341 0.35 2.04 1.87 -0.010
O -3.050 17.662 4.636 -0.63 0.90 -1.61 -0.026
H -3.087 17.533 5.567 0.15 -0.35 1.21 0.005
H -2.381 17.109 4.225 0.16 -0.40 0.36 0.036
O -3.027 14.390 2.326 -0.08 0.93 -0.22 -0.094
H -2.570 14.665 3.198 -0.58 -0.80 -1.10 0.006
H -3.412 13.516 2.374 0.23 -0.41 0.72 0.011
O -10.559 15.458 4.975 0.26 -0.37 -0.08 -0.037
H -10.738 15.995 5.752 0.19 0.27 -0.08 0.051
H -10.118 15.996 4.304 -0.13 0.29 0.04 0.029
O -5.134 18.800 2.933 -0.59 -0.68 -1.14 -0.025
H -5.517 19.553 3.341 -0.10 1.32 0.75 0.018
H -4.496 18.450 3.551 0.81 -0.27 0.61 0.000
O -8.044 18.720 7.852 0.53 0.75 -0.05 -0.053
H -8.497 17.872 7.878 -0.51 0.00 0.47 0.015
H -8.508 19.360 8.417 -0.04 -0.76 -0.31 0.058
O -5.656 15.867 2.264 -2.50 0.02 -1.38 -0.018
H -5.768 16.176 3.148 0.12 0.47 1.22 0.013
H -4.819 15.493 2.112 2.35 -0.81 0.25 -0.004
O -8.945 17.106 2.724 -0.17 0.03 -1.52 -0.074
H -8.585 16.651 1.940 0.00 -0.98 0.43 0.029
H -8.883 17.985 2.252 -0.33 0.59 1.17 0.028
O -8.356 19.446 1.644 2.04 -0.39 -0.79 -0.078
H -7.392 19.510 1.897 -1.37 0.10 -0.04 0.069
H -8.210 19.037 0.737 -0.58 0.36 0.47 0.037
O -8.007 17.940 -0.652 -0.37 -0.30 -0.02 -0.050
H -7.074 17.728 -0.783 0.84 0.34 0.00 0.016
H -8.363 17.046 -0.596 -0.40 -0.04 0.08 0.040
O -4.141 14.865 -0.517 -0.08 -0.17 0.34 -0.047
H -5.088 14.843 -0.334 0.04 -0.25 -0.11 0.031
H -3.723 14.411 0.237 0.02 0.41 -0.21 0.027
O -3.655 11.870 3.992 0.38 -0.72 -0.51 -0.042
H -4.468 12.305 4.221 -0.93 1.07 0.70 -0.018
H -4.023 11.024 3.709 0.48 -0.21 -0.08 0.056
O -12.614 14.031 6.041 -0.71 -0.92 -0.03 -0.064
H -13.001 13.201 5.702 0.23 0.64 0.34 0.062
H -11.850 14.191 5.481 0.30 0.20 -0.26 -0.005
O -6.307 13.095 4.627 0.39 -0.59 0.73 -0.058
H -6.480 13.571 3.826 -0.28 0.63 -0.41 0.012
H -6.793 13.508 5.388 0.18 -0.26 -0.52 0.009
O -3.075 18.939 7.299 0.58 -0.84 0.64 -0.030
H -2.116 18.877 7.240 0.09 -0.14 0.27 0.068
H -3.280 19.632 6.698 -0.72 0.94 -0.91 0.024
O -5.328 17.491 -0.102 -1.98 0.91 1.47 -0.064
H -4.740 16.782 -0.295 1.05 -1.04 -0.21 -0.012
H -5.727 17.275 0.796 1.11 0.26 -1.33 0.043
O -7.053 17.254 4.460 1.05 0.15 0.99 -0.053
H -7.837 17.107 3.930 -1.08 -0.43 -0.64 -0.015
H -6.731 18.065 4.062 0.62 0.22 -0.18 0.018
O -12.548 16.050 8.083 0.24 1.17 0.33 -0.032
H -12.543 15.110 8.094 0.14 -1.50 0.11 0.020
H -12.976 16.211 7.247 -0.30 0.31 -0.51 0.038
O -7.893 14.143 6.600 2.17 0.86 1.46 -0.062
H -8.446 14.374 5.880 -1.22 0.69 -0.99 -0.004
H -7.289 14.947 6.783 -1.08 -1.33 -0.52 0.063
O -7.983 14.963 0.752 1.07 0.48 0.01 -0.053
H -8.717 14.628 1.252 -0.44 -0.47 0.38 0.036
H -7.188 14.942 1.339 -0.62 0.21 -0.31 0.025
```
Positions in Å, forces in eV/Å.

LUMO energy = -0.1 eV
Net charge = 0
Highest occupied orbital energy = -11.07 eV